[1]
Computed, not measured: a structure of composition C30H45N3O5OsP in a non-equilibrium geometry, with ωB97M-V/def2-TZVPD.

Atoms and positions in Å:
Os: 3.861 4.394 19.055
P: 1.771 2.399 17.827
O: 1.263 3.795 17.265
O: 3.295 2.723 18.137
O: 1.744 1.542 16.486
O: 4.054 6.130 19.758
O: 1.027 1.861 19.000
N: 4.048 4.263 14.078
N: 5.144 2.661 20.192
N: 2.670 3.512 20.844
C: 3.933 5.645 13.711
C: 6.366 2.369 19.772
C: 2.953 2.232 21.129
C: 2.157 1.466 21.960
C: 0.956 1.975 22.446
C: 1.479 3.980 21.229
C: -0.298 3.457 15.262
C: 3.888 4.101 15.485
C: 3.690 7.272 18.907
C: 6.773 1.071 19.702
C: -1.138 3.330 17.648
C: 3.209 -0.347 16.773
C: 1.435 -0.202 14.904
C: 4.609 8.416 19.105
C: 7.509 4.988 15.809
C: 5.309 4.772 17.600
C: 7.661 5.322 17.221
C: 4.626 0.365 20.508
C: 1.822 0.093 16.365
C: 4.291 1.727 20.592
C: 0.636 3.296 22.137
C: -0.111 3.993 16.733
C: 6.293 4.563 15.372
C: 2.295 7.647 19.295
C: 0.770 -0.607 17.252
C: -0.197 5.502 16.768
C: 6.575 5.261 18.059
C: 5.888 0.053 20.069
C: 5.158 4.507 16.222
C: 3.182 3.361 13.281
H: 3.395 -0.410 17.864
H: 1.652 6.740 19.345
H: 0.961 -0.342 18.264
H: -1.347 3.533 14.989
H: 3.949 -0.407 20.817
H: -0.871 3.590 18.667
H: 6.127 4.307 14.362
H: -0.085 2.412 15.263
H: 4.006 0.311 16.431
H: 3.811 6.991 17.858
H: 8.584 5.814 17.478
H: 0.431 0.193 14.556
H: 3.089 4.700 15.902
H: 2.141 0.255 14.197
H: 3.406 3.514 12.232
H: 1.401 -1.290 14.678
H: 0.340 1.451 23.152
H: 7.770 0.741 19.472
H: -0.278 -0.350 17.051
H: 8.407 5.066 15.202
H: 1.733 8.206 18.551
H: 2.120 3.519 13.376
H: 3.488 -1.302 16.392
H: 1.190 4.957 20.944
H: 4.517 5.870 12.789
H: 4.536 8.831 20.088
H: 6.217 -0.974 20.123
H: 5.672 8.092 18.876
H: -1.149 2.247 17.647
H: 3.440 2.362 13.581
H: -2.080 3.813 17.364
H: 0.355 5.972 15.993
H: -0.333 3.674 22.410
H: 0.154 5.820 17.777
H: 6.716 5.626 19.068
H: -1.234 5.831 16.668
H: 2.876 5.965 13.545
H: 2.245 8.150 20.285
H: 3.729 2.997 15.695
H: 2.483 0.407 22.202
H: 0.937 -1.674 17.180
H: 0.322 3.932 14.500
H: 4.328 9.212 18.436
H: 7.051 3.168 19.484
H: 4.233 6.295 14.519

Calculated values
Expectation value of S²: 6.028
Frontier orbital gap (spin up / spin down), eV: 7.625 / 5.845
Relative energy (zero: lowest compared OMol25 entry of this formula, charge and spin), eV: 0.015
LUMO level (spin up / spin down), Eh: -0.114 / -0.179
Net charge: +1
HOMO (spin up / spin down), eV: -10.717 / -10.711
E, eV: -58299.290
Multiplicity: 5

The computed Mulliken charges, all in e, follow:
1 Os 1.467
2 P 0.015
3 O 0.162
4 O -0.030
5 O 0.633
6 O -0.492
7 O -0.865
8 N 0.088
9 N -0.143
10 N -0.150
11 C -1.136
12 C -0.082
13 C 0.478
14 C -0.460
15 C -0.682
16 C -0.156
17 C -1.445
18 C 0.742
19 C 1.308
20 C -0.994
21 C -1.502
22 C -1.461
23 C -1.529
24 C -1.577
25 C -0.835
26 C -0.153
27 C -0.929
28 C -0.757
29 C 1.527
30 C 0.717
31 C -0.782
32 C 1.322
33 C -1.011
34 C -0.718
35 C -1.659
36 C -1.640
37 C -0.535
38 C -0.391
39 C 1.047
40 C -0.777
41 H 0.215
42 H -0.215
43 H 0.367
44 H 0.471
45 H 0.315
46 H 0.266
47 H 0.605
48 H 0.188
49 H 0.186
50 H -0.187
51 H 0.445
52 H 0.298
53 H -0.005
54 H 0.300
55 H 0.429
56 H 0.422
57 H 0.475
58 H 0.468
59 H 0.300
60 H 0.444
61 H 0.370
62 H 0.106
63 H 0.604
64 H 0.443
65 H 0.285
66 H 0.411
67 H 0.493
68 H 0.286
69 H 0.227
70 H 0.291
71 H 0.567
72 H 0.331
73 H 0.454
74 H 0.259
75 H 0.811
76 H 0.453
77 H 0.318
78 H 0.345
79 H -0.710
80 H 0.283
81 H 0.492
82 H 0.184
83 H 0.400
84 H 0.498
85 H 0.398

---

[2]
Computed, not measured: a structure of composition C2H6N2 in a non-equilibrium geometry, with ωB97M-V/def2-TZVPD.

Atoms and positions in Å:
N: 0.739 0.302 0.368
N: -1.483 0.406 -0.688
C: 1.250 -1.015 0.112
C: -0.564 0.436 0.390
H: 0.670 -1.909 0.448
H: -1.111 0.277 1.339
H: -1.109 0.686 -1.595
H: 2.290 -1.000 0.529
H: -1.138 1.430 -0.171
H: 1.469 -1.144 -1.012

Calculated values
Frontier orbital gap, eV: 7.590
Relative energy (zero: lowest compared OMol25 entry of this formula, charge and spin), eV: 5.461
LUMO level, Eh: -0.005
HOMO, eV: -7.717
E, eV: -5146.459

The computed Mulliken charges, all in e, follow:
1 N -0.486
2 N -0.577
3 C -0.664
4 C 0.010
5 H 0.265
6 H 0.427
7 H 0.314
8 H 0.226
9 H 0.255
10 H 0.231

---

[3]
Computed, not measured: a structure of composition C17H16BBr3F2IrN2O2 in a non-equilibrium geometry, with ωB97M-V/def2-TZVPD.

Atoms and positions in Å:
Ir: 0.138 0.366 -0.737
Br: -0.376 1.850 1.609
Br: 2.733 -0.649 1.267
Br: 2.624 1.413 -1.180
F: -2.573 1.285 -1.974
F: -0.820 2.503 -2.561
O: 0.802 -1.526 -1.347
O: 0.818 -5.365 -0.918
N: -0.837 -2.250 0.151
N: -0.816 -1.033 0.674
C: 3.680 0.069 -0.233
C: -2.116 0.707 3.560
C: -1.688 2.620 6.715
C: -2.048 3.181 4.017
C: -1.596 -0.715 1.655
C: -2.096 -3.971 -3.520
C: -1.768 -5.319 -3.512
C: -1.425 -3.101 -2.676
C: -0.451 -3.576 -1.810
C: -1.647 3.933 6.264
C: -0.783 -5.799 -2.667
C: -1.529 0.521 2.361
C: -2.037 1.849 4.450
C: -1.866 4.210 4.921
C: -1.916 1.590 5.823
C: 0.205 -2.626 -0.810
C: -0.123 -4.932 -1.801
B: -1.265 1.448 -1.887
H: -1.650 -2.041 -2.673
H: -2.623 -0.164 3.967
H: -1.462 4.739 6.960
H: -1.896 5.234 4.575
H: -2.315 -1.442 2.025
H: 4.575 0.566 0.121
H: 0.972 -6.309 -1.020
H: -2.874 -3.600 -4.173
H: -2.263 3.410 2.983
H: 3.902 -0.732 -0.928
H: -1.952 0.566 6.174
H: -1.544 -2.917 0.422
H: -1.535 2.401 7.762
H: 0.944 -3.227 -0.254
H: -2.296 -6.006 -4.159
H: -0.518 -6.850 -2.676

Calculated values
Frontier orbital gap, eV: 6.311
Relative energy (zero: lowest compared OMol25 entry of this formula, charge and spin), eV: 2.119
LUMO level, Eh: -0.175
Net charge: +1
HOMO, eV: -11.085
E, eV: -244034.888

The computed Mulliken charges, all in e, follow:
1 Ir 1.212
2 Br 0.002
3 Br -0.040
4 Br -0.075
5 F -0.190
6 F -0.174
7 O -0.807
8 O -0.563
9 N -0.272
10 N -0.306
11 C -0.469
12 C -0.622
13 C -0.594
14 C -0.384
15 C -0.613
16 C -0.800
17 C -0.568
18 C -0.241
19 C -0.149
20 C -0.435
21 C -0.652
22 C 0.498
23 C 0.643
24 C -0.620
25 C -0.495
26 C 0.331
27 C 0.832
28 B 0.407
29 H 0.325
30 H 0.385
31 H 0.394
32 H 0.392
33 H 0.389
34 H 0.385
35 H 0.330
36 H 0.402
37 H 0.578
38 H 0.369
39 H 0.354
40 H 0.337
41 H 0.389
42 H 0.415
43 H 0.396
44 H 0.301

---

[4]
Computed, not measured: a structure of composition C41H41FP2Pb in a non-equilibrium geometry, with ωB97M-V/def2-TZVPD.

Atoms and positions in Å:
Pb: 0.498 -0.313 2.943
P: -1.309 -0.663 0.571
P: 2.035 -0.046 0.480
F: -3.608 0.907 7.717
C: -2.624 -2.541 2.109
C: -2.020 1.324 4.444
C: 0.587 -1.232 -5.628
C: 1.083 -0.676 -0.891
C: 2.124 0.453 4.291
C: -3.355 -4.197 -0.021
C: -2.118 -0.540 6.568
C: -1.617 -0.502 -4.460
C: -1.291 0.146 4.406
C: -0.277 -0.844 -0.874
C: -2.804 1.600 5.589
C: 2.821 2.070 -1.214
C: 3.520 -1.076 0.796
C: -2.826 0.657 6.612
C: 3.438 4.259 -0.367
C: -2.949 3.071 0.185
C: 3.331 -2.348 1.380
C: 2.590 1.635 0.103
C: -2.528 0.684 0.305
C: -3.696 -4.547 1.288
C: -2.278 -2.185 0.788
C: 1.496 -0.407 -4.764
C: -1.596 0.770 -4.877
C: -0.701 1.384 -5.914
C: -4.310 2.823 -0.023
C: -2.627 -3.031 -0.278
C: 0.658 1.906 -5.381
C: -3.899 0.436 0.116
C: 3.166 3.837 0.940
C: 5.725 -2.690 1.428
C: 3.257 3.376 -1.440
C: -3.316 -3.723 2.357
C: -2.057 2.013 0.335
C: 5.916 -1.423 0.864
C: -1.342 -0.797 5.420
C: 1.524 0.926 -4.652
C: -0.764 -1.624 -4.978
C: -4.779 1.505 -0.052
C: 4.825 -0.610 0.556
C: 2.734 2.536 1.177
C: 4.429 -3.139 1.703
H: 2.242 -1.014 -4.234
H: 2.653 1.387 -2.048
H: 4.976 0.382 0.125
H: 1.210 2.322 -6.240
H: 2.503 2.207 2.191
H: -0.989 2.201 0.474
H: 4.280 -4.115 2.164
H: -5.840 1.309 -0.214
H: -2.328 -2.779 -1.297
H: -4.998 3.653 -0.169
H: 1.677 -0.934 -1.780
H: 3.076 0.486 3.757
H: 2.316 -2.703 1.586
H: -1.236 2.274 -6.284
H: -0.557 -2.314 -4.146
H: 1.829 1.453 4.633
H: 0.458 2.757 -4.712
H: -2.331 1.482 -4.478
H: 3.784 5.276 -0.545
H: -2.380 -0.815 -3.736
H: -3.389 2.515 5.669
H: 1.118 -2.180 -5.805
H: -3.653 -4.839 -0.853
H: -3.560 -4.001 3.383
H: -1.994 2.033 3.614
H: -2.177 -1.261 7.381
H: 2.306 1.404 -4.051
H: 6.926 -1.070 0.658
H: -0.828 -1.103 -1.789
H: 2.190 -0.232 5.154
H: 3.293 4.525 1.776
H: -2.586 4.098 0.220
H: -2.335 -1.889 2.938
H: 6.579 -3.329 1.645
H: 3.460 3.707 -2.460
H: -0.537 0.733 -6.779
H: 0.410 -0.785 -6.612
H: -1.329 -2.210 -5.723
H: -4.269 -0.591 0.095
H: -0.785 -1.737 5.353
H: -4.251 -5.464 1.486

Calculated values
Frontier orbital gap (spin up / spin down), eV: 4.545 / 4.533
Relative energy (zero: lowest compared OMol25 entry of this formula, charge and spin), eV: 0.000
LUMO level (spin up / spin down), Eh: -0.314 / -0.315
Net charge: +2
HOMO (spin up / spin down), eV: -13.096 / -13.096
E, eV: -69705.379

The computed Mulliken charges, all in e, follow:
1 Pb 1.351
2 P 0.979
3 P 0.370
4 F -0.293
5 C -0.281
6 C -0.298
7 C -1.139
8 C -0.380
9 C -1.385
10 C -0.585
11 C -0.723
12 C -0.373
13 C 0.013
14 C -0.427
15 C -0.571
16 C -0.291
17 C 0.695
18 C 0.301
19 C -0.600
20 C -0.680
21 C -0.453
22 C 0.565
23 C 0.799
24 C -0.612
25 C 0.258
26 C -0.179
27 C -0.429
28 C -0.971
29 C -0.631
30 C -0.180
31 C -0.714
32 C -0.483
33 C -0.642
34 C -0.511
35 C -0.337
36 C -0.598
37 C -0.598
38 C -0.626
39 C -0.251
40 C -0.489
41 C -0.493
42 C -0.659
43 C -0.455
44 C -0.417
45 C -0.747
46 H 0.560
47 H 0.068
48 H 0.402
49 H 0.363
50 H 0.137
51 H 0.393
52 H 0.413
53 H 0.439
54 H 0.338
55 H 0.434
56 H 0.613
57 H 0.415
58 H 0.401
59 H 0.433
60 H 0.250
61 H 0.468
62 H 0.310
63 H 0.374
64 H 0.409
65 H 0.543
66 H 0.462
67 H 0.431
68 H 0.436
69 H 0.446
70 H 0.400
71 H 0.447
72 H 0.547
73 H 0.413
74 H 0.104
75 H 0.480
76 H 0.419
77 H 0.458
78 H 0.137
79 H 0.414
80 H 0.473
81 H 0.351
82 H 0.353
83 H 0.390
84 H 0.433
85 H 0.412
86 H 0.400